Record 1
ORCA calculation (wB97M-V/def2-TZVPD) on C5H13N in the gas phase at a distorted geometry.

Output
**Structure (SMILES)**: CCCCCN
**Calculated total energy**: -6884.47475 eV
**HOMO-LUMO gap**: 10.36 eV
**ΔE to the lowest compared entry with this formula, charge and spin**: 1.723 eV
**Largest force on an atom**: 0.0954 hartree/bohr

Geometry (Å):
C 1.3462 1.9207 1.0970
C 1.4362 0.4477 0.4966
C 0.2376 -0.4491 0.7885
C -0.9816 0.0028 0.0556
C -1.0995 -0.5300 -1.4185
N -1.6887 -1.8750 -1.5569
H 0.7826 2.5645 0.3784
H 2.2264 2.4308 1.3086
H 0.8893 1.6964 2.1128
H 1.4492 0.4149 -0.6450
H 2.3646 -0.0884 0.8682
H 0.2540 -0.4611 1.8885
H 0.4426 -1.5464 0.5180
H -1.1752 1.1411 0.0809
H -1.8991 -0.3447 0.6205
H 0.0339 -0.6386 -1.7030
H -1.8231 0.0867 -2.0192
H -1.1980 -2.3222 -2.2512
H -1.5972 -2.4501 -0.6196

Cartesian forces (eV/Å) of the 3 atoms listed first:
-2.4955 -2.6171 -0.2844
1.5861 -0.1871 -1.6361
1.4961 -0.9348 0.7392

Now the natural (NBO) charges, all in e:
1 C -0.619
2 C -0.391
3 C -0.418
4 C -0.434
5 C -0.225
6 N -0.841
7 H 0.212
8 H 0.213
9 H 0.201
10 H 0.189
11 H 0.203
12 H 0.207
13 H 0.201
14 H 0.217
15 H 0.211
16 H 0.169
17 H 0.207
18 H 0.351
19 H 0.348

Record 2
ORCA calculation (wB97M-V/def2-TZVPD) on a molecular structure, C9H15BCl24GaO3 at a distorted geometry.

Output
**Calculated total energy**: -369314.45918 eV
**HOMO-LUMO gap**: 6.70 eV
**Total charge**: -1
**ΔE to the lowest compared entry with this formula, charge and spin**: 0.000 eV
**Largest force on an atom**: 0.0424 hartree/bohr

Geometry (Å):
C -1.0526 -5.6876 -0.5142
Ga 0.3462 -5.5506 0.9663
O -0.4039 -4.3779 2.3009
B -0.6177 -4.7443 3.6144
O -0.7709 -3.6963 4.5960
O -0.7442 -6.0663 4.1106
H -1.8274 -4.8713 -0.4195
H -0.5673 -5.6030 -1.5359
H -1.5597 -6.6924 -0.4343
H 1.6928 -4.8004 0.4666
H 0.7129 -7.0038 1.5352
H -0.4237 -2.8623 4.1395
H -1.2100 -6.6683 3.4510
C 1.8060 -0.7018 3.3070
Cl 0.0650 -0.7909 3.0314
Cl 2.6298 -2.0300 2.5049
Cl 2.4600 0.8646 2.7853
H 1.9749 -0.7942 4.3742
C 5.4371 3.4794 3.4804
Cl 4.1346 3.6499 2.3026
Cl 4.8546 2.7842 4.9930
Cl 6.7613 2.5214 2.8139
H 5.8189 4.4705 3.6983
C -3.2873 1.9321 2.0976
Cl -4.1455 1.8482 0.5545
Cl -3.5522 0.4475 2.9979
Cl -1.5657 2.2197 1.8539
H -3.6914 2.7652 2.6617
C -4.1977 -3.9076 2.0628
Cl -4.2201 -5.2894 0.9718
Cl -4.0894 -2.3920 1.1742
Cl -5.6269 -3.9139 3.1132
H -3.3177 -3.9824 2.6926
C 3.3487 4.1632 -1.6987
Cl 4.6629 5.2768 -1.3192
Cl 2.2111 4.0731 -0.3556
Cl 2.5452 4.6551 -3.1969
H 3.7760 3.1782 -1.8525
C 0.0957 6.9902 -5.1579
Cl 1.0656 8.0856 -4.1720
Cl -1.4075 6.5638 -4.3376
Cl -0.2324 7.6942 -6.7434
H 0.6504 6.0714 -5.3065
C -0.9042 -1.3550 -1.6667
Cl -2.0953 -0.1315 -1.1776
Cl -0.2788 -2.2404 -0.2976
Cl -1.6020 -2.4368 -2.8808
H -0.0782 -0.8290 -2.1331
C -0.7920 3.2621 -6.6250
Cl -0.4916 4.0706 -8.1659
Cl -1.0336 1.5374 -6.8551
Cl 0.5348 3.5704 -5.4924
H -1.6952 3.6826 -6.1954

Cartesian forces (eV/Å) of the 3 atoms listed first:
-0.3752 0.0341 -0.4515
0.0889 0.0605 -0.6657
-0.3255 -0.8392 1.8128

Now the natural (NBO) charges, all in e:
1 C -1.184
2 Ga 1.069
3 O -1.119
4 B 1.245
5 O -0.948
6 O -0.940
7 H 0.208
8 H 0.204
9 H 0.197
10 H -0.370
11 H -0.357
12 H 0.482
13 H 0.495
14 C -0.288
15 Cl 0.029
16 Cl 0.055
17 Cl -0.014
18 H 0.224
19 C -0.287
20 Cl 0.024
21 Cl 0.022
22 Cl 0.017
23 H 0.224
24 C -0.288
25 Cl 0.009
26 Cl 0.039
27 Cl 0.024
28 H 0.223
29 C -0.282
30 Cl 0.030
31 Cl 0.016
32 Cl -0.014
33 H 0.250
34 C -0.280
35 Cl 0.017
36 Cl 0.035
37 Cl 0.003
38 H 0.235
39 C -0.292
40 Cl 0.020
41 Cl 0.013
42 Cl 0.013
43 H 0.236
44 C -0.290
45 Cl -0.016
46 Cl 0.088
47 Cl 0.003
48 H 0.216
49 C -0.288
50 Cl 0.015
51 Cl 0.039
52 Cl 0.006
53 H 0.234

Record 3
ORCA calculation (wB97M-V/def2-TZVPD) on 11 unconnected molecules or ions with the total composition C22H54F12N2O17S4 at a distorted geometry.

Output
**Calculated total energy**: -137422.28499 eV
**HOMO-LUMO gap**: 7.53 eV
**Total charge**: -2
**ΔE to the lowest compared entry with this formula, charge and spin**: 0.000 eV
**Largest force on an atom**: 0.0872 hartree/bohr

Geometry (Å):
C 4.2211 3.2152 2.3560
F 3.0920 3.2277 3.0062
F 4.2027 4.3046 1.6014
F 5.2479 3.1708 3.1647
S 4.3335 1.7418 0.9977
O 3.7594 2.2398 -0.2448
O 5.7434 1.2481 0.9646
N 3.3929 0.5057 1.8660
S 1.9577 0.7694 1.2790
O 1.5296 2.1601 1.3494
O 1.6163 0.1933 -0.0287
C 0.8646 -0.2706 2.5823
F 0.8094 0.4502 3.7271
F -0.3758 -0.2714 2.1730
F 1.3106 -1.5705 2.8495
C 1.3978 -5.0669 0.9491
F 1.3256 -4.5968 2.2545
F 1.6740 -6.3729 0.9540
F 0.1991 -4.8809 0.4075
S 2.7096 -3.8911 -0.0598
O 2.2900 -3.8425 -1.4653
O 2.5298 -2.5549 0.5114
N 4.3209 -4.4869 0.4710
S 4.6390 -5.4179 -0.7857
O 3.9683 -6.7428 -0.9561
O 4.8872 -4.6433 -1.9937
C 6.4398 -6.0985 -0.2069
F 6.9716 -6.9080 -1.1593
F 7.2759 -5.0165 -0.0520
F 6.2853 -6.6689 1.0077
C 1.3625 -8.9775 -0.6680
C 2.0152 -9.7780 -1.7726
O 2.2601 -11.0432 -1.3657
H 0.3642 -9.3503 -0.4390
H 1.2568 -7.9334 -0.9626
H 2.0714 -9.0246 0.1586
H 2.9600 -9.3046 -2.0397
H 1.2108 -9.7402 -2.5072
H 3.2030 -11.0583 -1.1862
C 9.3923 -3.7564 -2.8079
C 9.6670 -2.5963 -1.8579
O 9.5059 -3.0386 -0.4707
H 8.4091 -4.1294 -2.5210
H 10.0800 -4.5927 -2.6819
H 9.3399 -3.4280 -3.8460
H 9.0303 -1.7154 -1.9391
H 10.6640 -2.2196 -2.0864
H 10.3190 -3.4254 -0.1378
C -2.0782 -8.0908 -1.9779
C -2.2884 -7.4884 -0.5730
O -3.6880 -7.1792 -0.4794
H -2.4617 -7.4085 -2.7365
H -2.5993 -9.0381 -2.1164
H -1.0083 -8.2815 -2.0624
H -1.7411 -6.5674 -0.3722
H -2.0644 -8.1981 0.2234
H -3.6357 -6.6141 0.2949
C 6.2843 -10.2009 1.5041
C 4.8689 -10.2518 1.1114
O 4.7920 -10.7487 -0.1942
H 6.8186 -11.1389 1.6552
H 6.4830 -9.7449 2.4740
H 6.8091 -9.5258 0.8282
H 4.2883 -9.3297 1.0867
H 4.3650 -10.9156 1.8140
H 4.6454 -11.6846 -0.0390
C 4.3703 -1.0775 -2.5879
C 5.7230 -1.0160 -1.8432
O 5.8720 -1.9540 -0.8116
H 4.2529 -0.2345 -3.2689
H 3.5342 -1.0201 -1.8909
H 4.3213 -2.0268 -3.1213
H 5.8866 0.0065 -1.5026
H 6.4731 -1.2310 -2.6042
H 5.8477 -2.8127 -1.2402
C -2.6653 -3.7420 -1.1848
C -3.4811 -2.5397 -1.5974
O -3.9591 -2.8004 -2.9433
H -3.3142 -4.6100 -1.0674
H -2.0763 -3.4462 -0.3167
H -1.9548 -4.0081 -1.9674
H -2.9067 -1.6206 -1.7133
H -4.3410 -2.4488 -0.9338
H -3.3429 -3.3419 -3.4420
C 3.4713 -6.8032 4.5500
C 4.3684 -6.3949 3.3300
O 4.2640 -5.0214 3.0016
H 3.2945 -7.8702 4.6849
H 2.4925 -6.3480 4.3986
H 3.8643 -6.3694 5.4696
H 4.0096 -6.8311 2.3978
H 5.4268 -6.6283 3.4462
H 4.3704 -4.9184 2.0531
C 6.8922 -4.6075 -5.9773
C 5.9934 -4.8961 -4.7665
O 4.6729 -4.5788 -5.0777
H 6.3895 -4.8884 -6.9027
H 7.8744 -5.0802 -5.9848
H 6.9968 -3.5364 -6.1505
H 6.2309 -4.0771 -4.0875
H 6.2210 -5.8872 -4.3741
H 4.1613 -4.5964 -4.2655
C 8.9948 -3.7112 3.8850
C 8.5593 -4.1619 2.5693
O 8.0261 -3.0232 1.9608
H 8.1884 -3.1915 4.4024
H 9.8404 -3.0392 3.7383
H 9.2596 -4.5670 4.5059
H 7.8399 -4.9757 2.6602
H 9.4087 -4.4237 1.9383
H 8.4105 -3.0184 1.0811

Cartesian forces (eV/Å) of the 3 atoms listed first:
-0.7770 -1.6028 -2.8133
-0.1088 -0.3065 1.2323
0.8709 1.1186 -0.1094

Atomic partial charges in e from the Löwdin method, atoms 1 to 99:
1 C -0.692
2 F 0.140
3 F 0.115
4 F 0.155
5 S 0.723
6 O -0.335
7 O -0.354
8 N -0.285
9 S 0.544
10 O -0.350
11 O -0.340
12 C -0.583
13 F 0.078
14 F 0.130
15 F 0.068
16 C -0.553
17 F 0.082
18 F 0.114
19 F 0.115
20 S 0.733
21 O -0.310
22 O -0.301
23 N -0.253
24 S 0.610
25 O -0.345
26 O -0.335
27 C -0.532
28 F 0.105
29 F 0.083
30 F 0.098
31 C -0.096
32 C -0.368
33 O -0.067
34 H 0.068
35 H 0.067
36 H 0.064
37 H 0.119
38 H 0.104
39 H 0.038
40 C -0.078
41 C -0.255
42 O -0.098
43 H 0.061
44 H 0.072
45 H 0.070
46 H 0.112
47 H 0.098
48 H 0.081
49 C -0.066
50 C -0.301
51 O -0.109
52 H 0.073
53 H 0.071
54 H 0.047
55 H 0.093
56 H 0.104
57 H 0.067
58 C -0.093
59 C -0.326
60 O -0.074
61 H 0.076
62 H 0.076
63 H 0.075
64 H 0.113
65 H 0.117
66 H 0.092
67 C -0.059
68 C -0.320
69 O -0.064
70 H 0.069
71 H 0.066
72 H 0.053
73 H 0.096
74 H 0.085
75 H 0.027
76 C -0.093
77 C -0.281
78 O -0.119
79 H 0.064
80 H 0.079
81 H 0.080
82 H 0.112
83 H 0.107
84 H 0.062
85 C -0.066
86 C -0.319
87 O -0.106
88 H 0.054
89 H 0.060
90 H 0.061
91 H 0.086
92 H 0.089
93 H -0.037
94 C -0.096
95 C -0.347
96 O -0.069
97 H 0.060
98 H 0.061
99 H 0.066

Q: Look up the largest force on an atom of the first one.
A: 0.0954 hartree/bohr